Entry 1:
{"formula": "C2H5NOS", "method": "wB97M-V/def2-TZVPD", "symbols": ["C", "N", "C", "O", "S", "H", "H", "H", "H", "H"], "xyz": [[-0.7550, 1.4547, -0.8924], [-0.1644, 0.1422, -0.9947], [0.2231, -0.3513, 0.0757], [1.0151, -1.4430, 0.1062], [1.4704, -1.9705, 1.6280], [0.0356, 1.9967, -1.3257], [-1.0912, 1.8540, 0.0281], [-1.5121, 1.3306, -1.7057], [0.1492, -0.0315, 1.2127], [0.6294, -2.9820, 1.8679]], "forces_ev_per_a": [[-0.869, -1.592, -3.268], [0.442, -0.848, 1.539], [0.150, 0.679, 2.918], [0.564, -1.817, -0.097], [0.574, 0.393, -0.195], [0.626, 1.727, -0.377], [-0.392, 0.042, 1.086], [-0.101, 1.173, 1.009], [-0.569, 0.311, -2.251], [-0.424, -0.068, -0.364]], "smiles": "C/N=C/OS", "e_lumo_ev": 0.47, "e_homo_ev": -9.8, "total_energy_ev": -16525.6570, "homo_lumo_gap_ev": 10.3, "e_above_lowest_kcal_mol": 62.8}

Entry 2:
{"formula": "C5H6ClNO2", "method": "wB97M-V/def2-TZVPD", "symbols": ["O", "C", "C", "C", "C", "N", "C", "O", "Cl", "H", "H", "H", "H", "H", "H"], "xyz": [[1.4666, 2.2211, 0.3468], [1.1661, 1.0708, 0.0258], [-0.1664, 0.8588, -0.6477], [-0.9109, -0.3908, -0.0096], [0.0817, -1.4331, 0.4676], [1.2865, -1.2882, 0.7977], [2.0456, -0.1025, 0.4113], [2.8671, 0.2804, 1.5216], [3.1046, -0.6693, -0.9943], [-0.6802, 1.7576, -0.5425], [0.0285, 0.7184, -1.8560], [-1.4534, -0.9694, -0.8929], [-1.5020, -0.2434, 0.8319], [-0.4513, -2.4061, 0.5035], [3.2353, 1.1983, 1.3742]], "forces_ev_per_a": [[0.134, -1.877, -0.348], [-0.121, 2.677, -0.131], [0.897, -2.785, -1.993], [2.030, -1.327, -4.784], [-0.975, 0.422, -0.349], [0.990, -0.398, -0.389], [0.768, -0.057, 1.973], [-0.495, 0.144, -1.546], [-0.624, 0.570, 0.419], [-1.007, 1.463, 0.150], [-0.470, 0.041, 3.121], [0.428, 1.422, 2.067], [-1.569, 0.816, 1.170], [0.899, 0.176, 0.752], [-0.886, -1.286, -0.112]], "smiles": "O=C1CCC=N[C@@]1(O)Cl", "e_lumo_ev": 0.04, "e_homo_ev": -9.8, "total_energy_ev": -23388.2452, "homo_lumo_gap_ev": 9.8, "e_above_lowest_kcal_mol": 1.6}

Entry 3:
{"formula": "C5H10N4OS", "method": "wB97M-V/def2-TZVPD", "symbols": ["C", "N", "N", "C", "C", "O", "N", "C", "C", "H", "H", "H", "H", "H", "H", "H", "H", "H", "N", "S", "H"], "xyz": [[-2.1798, 2.3365, 1.7665], [-1.0660, 2.4647, 1.2212], [-0.6576, 2.5073, 0.0319], [0.0972, 1.6347, -0.4252], [-0.0301, 0.2364, 0.0824], [-1.1460, -0.1745, 0.4612], [1.0455, -0.5125, -0.1116], [1.0343, -2.0563, -0.1495], [2.3765, -0.0687, -0.2320], [-2.3711, 2.7376, 2.7410], [-2.9320, 1.8512, 1.0915], [0.6379, 1.6353, -1.4297], [0.0100, -2.4086, -0.2073], [1.7669, -2.2885, -0.9276], [1.4394, -2.5957, 0.7343], [2.6584, 0.3860, -1.2708], [2.4035, 0.8706, 0.4383], [3.1154, -0.7761, 0.1536], [-2.3163, -1.6632, -1.6202], [-2.3459, -2.1403, -0.1385], [-1.5403, -1.9760, -2.2094]], "forces_ev_per_a": [[-1.493, -1.042, -2.299], [0.208, 1.899, 3.130], [0.222, 1.803, -1.501], [1.490, -2.947, -2.369], [-0.939, -0.162, 0.235], [1.435, 0.446, 0.169], [0.226, -4.816, 0.209], [0.118, 1.278, 0.697], [1.153, 4.682, -0.101], [0.087, -0.399, 0.520], [-0.145, 0.611, 1.165], [-1.001, 0.897, 1.347], [0.124, -0.101, -0.734], [-0.776, -0.284, -0.388], [-0.085, 1.069, 0.084], [-0.349, -1.334, 1.471], [0.629, -1.299, -0.866], [-0.310, 0.088, -0.307], [-0.956, -0.035, 0.154], [0.054, 0.020, -1.122], [0.310, -0.373, 0.506]], "smiles": "C=N/N=C\\C(=O)N(C)C.N=S", "e_lumo_ev": -0.17, "e_homo_ev": -7.8, "total_energy_ev": -24184.6236, "homo_lumo_gap_ev": 7.6, "e_above_lowest_kcal_mol": 62.1}